Computed, not measured: one molecule with the formula C5H12NO in a non-equilibrium geometry, with wB97M-V/def2-TZVPD.

```
19
Properties=species:S:1:pos:R:3:nbo_charge:R:1
C -0.97 0.95 1.71 -0.43
N -0.38 1.00 0.42 -0.64
C -0.28 -0.35 -0.15 -0.03
C 0.93 -0.44 -1.16 -0.45
C 2.21 -0.05 -0.29 -0.14
O 2.32 1.27 -0.09 -0.32
C -1.62 -0.77 -0.82 -0.61
H -1.39 1.99 1.97 0.20
H -1.83 0.22 1.65 0.19
H -0.60 0.62 2.79 0.18
H 0.46 1.47 0.09 0.40
H 0.02 -1.05 0.65 0.16
H 0.90 0.24 -1.97 0.21
H 0.89 -1.34 -1.72 0.22
H 3.09 -0.53 -0.76 0.23
H 1.92 -0.64 0.65 0.19
H -1.83 0.04 -1.54 0.22
H -1.41 -1.68 -1.30 0.20
H -2.44 -0.97 -0.14 0.21
```

Gap between HOMO and LUMO (spin up / spin down): 0.360 / 0.245 Eh
Energy above the lowest of the compared OMol25 structures with the same formula, charge and spin: 43.28 kcal per mole
Multiplicity: 2
Lowest unoccupied orbital energy (spin up / spin down): 1.09 / -1.93 eV
Energy: -8913.3104 eV
Highest occupied orbital energy (spin up / spin down): -0.320 / -0.316 Ha
Strongest force on any atom: 4.19 eV/Å


Computed, not measured: one molecule with the formula C7H9N3O2 in a non-equilibrium geometry, with wB97M-V/def2-TZVPD.

```
21
Properties=species:S:1:pos:R:3:nbo_charge:R:1
H 3.06 2.75 -0.03 0.34
N 2.62 1.91 0.36 -0.36
N 1.72 1.50 -0.38 -0.10
C 1.09 0.17 0.24 0.57
O 1.51 -0.06 1.52 -0.71
O 1.65 -0.73 -0.70 -0.53
C 1.12 -2.03 -0.76 -0.25
C -0.41 0.27 0.16 -0.05
C -1.21 -0.60 0.89 -0.24
C -2.58 -0.52 0.72 0.04
N -3.17 0.36 -0.06 -0.41
C -2.41 1.21 -0.72 0.04
C -1.02 1.20 -0.67 -0.24
H 2.39 0.35 1.61 0.50
H 1.18 -2.53 0.21 0.18
H 1.75 -2.55 -1.48 0.20
H 0.08 -2.03 -1.11 0.18
H -0.76 -1.32 1.55 0.23
H -3.24 -1.20 1.24 0.19
H -2.94 1.93 -1.34 0.19
H -0.43 1.90 -1.24 0.24
```

Gap between HOMO and LUMO: 0.374 Eh
Energy above the lowest of the compared OMol25 structures with the same formula, charge and spin: 58.87 kcal per mole
Lowest unoccupied orbital energy: 0.52 eV
SMILES: [H]/N=N/[C@](O)(OC)c1ccncc1
Energy: -15968.3649 eV
Highest occupied orbital energy: -0.355 Ha
Strongest force on any atom: 1.97 eV/Å


Computed, not measured: a 20-piece molecular cluster, C18H72N2O20 overall in a non-equilibrium geometry, with wB97M-V/def2-TZVPD.

```
112
Properties=species:S:1:pos:R:3:lowdin_charge:R:1
C 0.84 -3.54 -1.62 -0.03
C 1.41 -2.11 -1.68 -0.51
C 1.32 -1.66 -3.15 -0.16
C 1.37 -0.17 -3.33 -0.18
C 0.31 0.47 -2.45 -0.14
C 0.49 0.13 -0.97 -0.48
N 0.62 -1.32 -0.77 -0.20
O 0.83 -1.71 0.55 -0.25
C -0.79 0.63 -0.29 -0.03
C 1.68 0.92 -0.38 0.00
C 2.90 -2.13 -1.31 -0.02
H 0.97 -3.93 -0.62 0.07
H 1.38 -4.21 -2.30 0.09
H -0.23 -3.44 -1.81 0.07
H 0.42 -2.13 -3.58 0.09
H 2.11 -2.13 -3.74 0.10
H 1.19 0.09 -4.38 0.11
H 2.34 0.24 -3.05 0.10
H -0.67 0.28 -2.88 0.10
H 0.46 1.55 -2.47 0.09
H -0.98 0.08 0.63 0.06
H -1.64 0.57 -0.97 0.08
H -0.68 1.71 -0.14 0.06
H 1.59 0.98 0.70 0.07
H 1.66 1.92 -0.83 0.08
H 2.63 0.50 -0.69 0.06
H 3.39 -1.18 -1.54 0.08
H 3.48 -2.85 -1.90 0.08
H 3.02 -2.35 -0.25 0.06
C -3.17 0.32 4.22 -0.03
C -3.23 1.81 3.83 -0.53
C -4.70 2.21 3.67 -0.17
C -4.95 3.70 3.58 -0.21
C -4.27 4.45 4.71 -0.17
C -2.81 4.03 4.91 -0.55
N -2.63 2.58 4.90 -0.22
O -1.26 2.29 4.96 -0.30
C -2.46 4.49 6.33 -0.08
C -1.94 4.83 3.94 -0.07
C -2.53 2.04 2.46 -0.05
H -4.14 -0.15 4.03 0.07
H -2.94 0.27 5.28 0.08
H -2.42 -0.22 3.66 0.05
H -5.23 1.82 4.55 0.11
H -5.17 1.66 2.84 0.11
H -6.03 3.91 3.62 0.10
H -4.64 4.13 2.62 0.10
H -4.82 4.30 5.64 0.11
H -4.26 5.53 4.53 0.11
H -2.82 5.50 6.57 0.07
H -1.39 4.44 6.53 0.07
H -2.91 3.82 7.07 0.07
H -2.40 5.00 2.96 0.06
H -0.96 4.37 3.81 0.07
H -1.79 5.85 4.33 0.07
H -2.75 3.06 2.14 0.04
H -2.90 1.38 1.67 0.08
H -1.47 1.87 2.62 0.07
O 4.47 1.23 -5.22 -0.07
H 3.82 1.72 -4.68 0.00
H 4.57 1.74 -6.02 0.04
O 4.60 -5.35 -3.37 -0.07
H 3.95 -5.59 -2.70 0.03
H 5.11 -4.64 -2.97 0.03
O -3.68 0.87 -4.16 -0.07
H -3.59 0.31 -3.37 0.01
H -2.91 0.65 -4.69 0.02
O -1.19 4.25 -0.69 -0.05
H -1.32 3.80 0.16 0.04
H -2.07 4.34 -1.06 0.05
O 4.86 -3.10 2.83 -0.08
H 4.56 -2.44 3.46 0.02
H 4.07 -3.27 2.29 -0.01
O 6.56 -1.93 -0.02 -0.08
H 5.82 -1.44 0.38 -0.02
H 7.21 -1.25 -0.22 0.02
O -1.77 -2.72 3.20 -0.07
H -1.40 -2.23 2.46 0.00
H -2.69 -2.85 2.94 0.02
O -2.19 -2.09 0.36 -0.07
H -2.57 -2.65 -0.33 0.02
H -1.30 -1.90 0.02 0.00
O 0.43 -2.79 -6.14 -0.04
H 1.25 -2.35 -5.90 0.03
H 0.07 -2.26 -6.85 0.04
O -1.30 -4.35 -4.25 -0.07
H -0.50 -4.36 -3.72 0.01
H -1.32 -3.44 -4.59 0.00
O 2.58 2.79 -3.91 -0.04
H 1.96 3.03 -4.61 0.05
H 2.02 2.63 -3.15 0.02
O 2.21 -3.80 2.13 -0.06
H 1.45 -3.63 2.70 0.06
H 1.90 -3.51 1.26 0.00
O -0.04 4.37 -3.34 -0.06
H -0.31 3.99 -2.49 0.00
H -0.77 4.20 -3.94 0.03
O -0.41 -6.41 0.85 -0.06
H -0.84 -5.60 0.57 0.03
H -0.63 -7.06 0.18 0.02
O 4.42 -0.50 1.17 -0.05
H 4.12 -0.32 2.06 0.06
H 3.66 -0.91 0.74 0.00
O 4.77 -1.60 -4.59 -0.07
H 4.64 -0.68 -4.89 -0.01
H 4.05 -1.75 -3.97 -0.01
O -2.57 -1.45 -2.56 -0.05
H -2.99 -1.86 -3.33 0.05
H -1.66 -1.78 -2.56 0.02
O 1.00 -0.07 2.93 -0.07
H 0.22 0.26 2.47 0.00
H 1.28 -0.79 2.36 -0.01
```

Gap between HOMO and LUMO: 0.109 Eh
Energy above the lowest of the compared OMol25 structures with the same formula, charge and spin: 0.00 kcal per mole
Lowest unoccupied orbital energy: 2.98 eV
Energy: -63763.2057 eV
Highest occupied orbital energy: 0.001 Ha
Strongest force on any atom: 1.83 eV/Å
Charge: -2